# 1
C19H31NO3S | ωB97M-V/def2-TZVPD

The geometry in XYZ format:
```
55
Properties=species:S:1:pos:R:3:forces:R:3
C 3.479337 -1.877161 -6.274761 -0.02 -0.06 -0.03
C 2.458081 -1.707871 -5.193371 -0.01 0.01 0.08
C 1.258978 -1.049645 -5.452995 -0.01 -0.01 0.14
C 0.303373 -0.909607 -4.462800 -0.10 0.05 -0.16
C 0.546898 -1.434634 -3.209050 -0.43 -0.06 0.49
S -0.665572 -1.189058 -1.920260 -0.03 0.63 -0.03
O -0.410166 -2.116405 -0.857302 0.36 -0.01 -0.15
O -1.972885 -1.122410 -2.500166 0.13 0.15 -0.26
N -0.350869 0.328070 -1.334947 -0.39 -0.87 -0.36
C 0.881634 0.581738 -0.627521 0.51 0.18 0.32
C 0.697370 1.484619 0.598426 -0.16 -0.38 0.00
C -0.137101 0.930672 1.776173 -0.01 0.00 -0.02
C 0.116608 1.805963 3.040775 0.08 0.13 0.03
C 1.481079 1.571125 3.694334 -0.28 -0.04 -0.04
C -0.026695 3.308565 2.779787 -0.09 -0.24 0.04
C 0.205103 -0.542689 2.044009 -0.29 0.14 0.07
C -0.613763 -1.103737 3.215354 0.28 -0.21 0.06
O -1.808311 -0.397146 3.457444 -0.22 0.05 0.05
C -2.510882 0.030950 2.295580 -0.53 0.19 -0.23
C -3.712059 0.807782 2.844590 0.37 -0.30 -0.04
C -3.017313 -1.168164 1.480565 0.20 0.14 0.34
C -1.635459 0.956489 1.409642 0.02 -0.12 0.21
C 1.725822 -2.094915 -2.928445 0.06 -0.11 0.13
C 2.678994 -2.230218 -3.922854 -0.08 0.08 -0.06
H 4.478363 -1.970015 -5.856495 0.08 0.00 -0.03
H 3.266352 -2.782877 -6.842964 0.05 -0.04 -0.08
H 3.458510 -1.037040 -6.964587 0.05 0.04 -0.06
H 1.075291 -0.647384 -6.438414 -0.03 0.05 -0.10
H -0.637960 -0.416305 -4.647929 -0.10 0.07 -0.12
H -0.688948 1.067726 -1.926246 -0.19 0.05 -0.21
H 1.621384 1.047851 -1.295393 -0.07 -0.14 0.08
H 1.265381 -0.394033 -0.332695 0.19 0.08 0.07
H 0.240857 2.416422 0.260670 0.07 0.17 0.01
H 1.701687 1.712502 0.958880 0.06 0.13 -0.03
H -0.648635 1.523466 3.768066 0.05 0.02 -0.06
H 1.599178 2.256802 4.531233 0.07 0.05 0.08
H 1.577096 0.561469 4.080439 0.09 -0.13 0.06
H 2.296721 1.755069 2.997821 0.15 0.02 -0.05
H -0.945183 3.547068 2.250915 -0.09 0.10 -0.08
H 0.812922 3.690571 2.203753 0.10 0.10 -0.09
H -0.046494 3.838385 3.730220 0.02 0.09 0.06
H 1.268758 -0.672393 2.242756 0.10 -0.07 -0.02
H -0.042645 -1.114163 1.150741 0.11 -0.01 0.02
H -0.063215 -1.032954 4.158747 0.01 -0.07 -0.12
H -0.831709 -2.166316 3.032358 0.05 0.09 0.05
H -4.331603 0.148440 3.446475 -0.12 -0.08 0.06
H -4.306167 1.209811 2.028782 -0.07 0.07 -0.10
H -3.367442 1.622744 3.476065 0.04 0.14 0.05
H -3.716976 -0.826643 0.722179 -0.05 0.03 -0.13
H -3.527332 -1.868939 2.138772 -0.09 -0.07 0.05
H -2.205214 -1.685074 0.976831 0.07 -0.09 -0.08
H -1.739280 0.631557 0.376266 -0.09 0.13 0.12
H -2.011526 1.977295 1.476431 -0.01 0.08 -0.06
H 1.872496 -2.506940 -1.942668 0.08 -0.08 0.10
H 3.603133 -2.748413 -3.713217 0.09 -0.05 0.03
```
Forces are in eV/Å.

Results
Orbital gap   0.3489 Eh
Lowest unoccupied orbital energy   0.49 eV
2S+1   1
Structure (SMILES)   Cc1ccc(S(=O)(=O)NCC[C@]2(C(C)C)CCOC(C)(C)C2)cc1

Atomic partial charges in e from the Mulliken method, atoms 1 to 4: -1.4534 0.9711 -0.7432 -0.6139

---

# 2
C17H15BrF4N2O2PdSe | ωB97M-V/def2-TZVPD

The geometry in XYZ format:
```
43
Properties=species:S:1:pos:R:3:forces:R:3
Pd 0.407135 0.760209 -1.113700 -0.39 0.20 0.31
C -1.716665 -2.079991 -0.919600 0.07 0.23 0.04
N -1.565765 -0.793491 -0.271800 -0.66 -0.38 0.23
C -1.675165 -0.921991 1.165800 0.05 0.11 -0.21
C -2.504965 0.165209 -0.844500 0.26 0.22 0.07
C -2.444365 1.560309 -0.208000 -0.10 -0.07 -0.08
N -1.088065 2.007109 0.009700 0.59 -0.71 -0.62
C -0.846365 3.288409 0.181600 0.01 0.64 0.00
C 0.520335 3.715809 0.285600 0.56 -0.57 -0.11
F 1.478135 2.741409 0.200700 -0.43 1.15 0.40
C 0.900735 5.020209 0.439400 -0.18 0.01 0.11
F 2.217335 5.340309 0.559500 -0.15 -0.14 -0.13
C -0.031065 6.054009 0.513200 -0.16 -0.04 -0.02
C -1.362565 5.680709 0.445000 0.27 0.20 0.09
F -2.312065 6.660009 0.545200 0.12 -0.22 -0.02
C -1.773365 4.376709 0.309500 -0.05 -0.13 0.10
F -3.130265 4.168409 0.353500 0.25 -0.05 -0.05
H -2.734665 -2.496491 -0.784900 -0.05 0.01 -0.01
H -1.005765 -2.784691 -0.490000 0.09 -0.06 -0.06
H -1.511765 -1.972991 -1.985000 0.04 -0.03 0.00
H -2.686565 -1.235091 1.491100 -0.03 -0.03 0.03
H -1.424865 0.031609 1.624400 -0.01 0.06 0.10
H -0.949665 -1.662591 1.505100 0.00 -0.02 0.06
H -3.548365 -0.210591 -0.759100 0.05 0.04 -0.01
H -2.243165 0.267909 -1.905600 -0.09 -0.04 0.11
H -2.990265 1.550209 0.748800 -0.10 0.02 -0.08
H -2.973265 2.234309 -0.893500 -0.10 -0.16 0.08
H 0.257935 7.086009 0.607800 0.07 0.09 0.03
Se -0.013465 1.807809 -3.162100 -0.30 0.17 -0.42
Br 1.779135 -6.696091 -1.251700 0.03 0.16 0.04
C 2.396635 -5.119391 -0.338400 0.30 -0.72 0.24
C 3.326935 -5.292791 0.679300 -0.17 0.41 -0.09
C 3.771135 -4.153791 1.350100 0.08 -0.70 -0.05
C 3.282435 -2.908291 1.023500 -0.41 0.50 -0.45
C 2.351035 -2.753391 -0.011400 0.34 -0.82 0.27
C 1.916035 -3.891091 -0.705300 -0.04 0.68 0.12
C 1.791935 -1.411391 -0.395700 -0.28 0.76 -0.35
O 1.901135 -0.455391 0.401300 0.15 -0.50 0.47
O 1.221835 -1.342191 -1.512800 0.39 -0.38 -0.16
H 3.679635 -6.278491 0.938700 0.06 -0.07 0.01
H 4.510835 -4.271391 2.132500 0.00 0.06 0.06
H 3.615935 -2.025791 1.549700 -0.06 0.11 0.01
H 1.206235 -3.759291 -1.507900 -0.02 0.03 -0.07
```
Forces are in eV/Å.

Results
Net charge   -2
Orbital gap (spin up / spin down)   0.1379 / 0.1344 Eh
Lowest unoccupied orbital energy (spin up / spin down)   3.84 / 3.84 eV
2S+1   1

Atomic partial charges in e from the Mulliken method, atoms 1 to 4: 0.2063 -1.3105 1.0540 -1.2027

---

# 3
C23H40Cl3EuN4O3Si | ωB97M-V/def2-TZVPD

The geometry in XYZ format:
```
75
Properties=species:S:1:pos:R:3:forces:R:3
C 2.439360 -2.284232 -7.185442 0.16 -0.20 0.12
C 1.863949 -1.486041 -8.317445 -0.43 0.14 -0.68
H 2.324623 -3.355895 -7.390008 0.08 0.21 0.19
H 1.972663 -2.055609 -6.214105 0.09 0.01 -0.38
H 3.517863 -2.083378 -7.086873 -0.23 -0.04 0.02
C 1.685209 -1.968270 -9.557110 0.21 0.62 0.70
C 2.070883 -3.327370 -10.016143 -0.14 -0.48 -0.49
H 1.242192 -1.340228 -10.330296 0.20 0.00 0.28
H 1.807167 -4.123179 -9.309537 0.09 0.15 -0.11
H 3.141036 -3.409682 -10.244435 -0.11 0.02 0.12
H 1.536527 -3.507108 -10.954827 0.13 -0.30 0.10
Eu 0.075907 -0.128824 -0.984304 -0.13 -0.62 0.37
Cl 1.826948 1.659696 -0.096817 0.54 0.87 0.20
Cl 1.564225 -1.486355 -2.797462 0.74 -0.43 -0.31
C -0.510976 2.804317 -2.216469 -0.30 -1.60 0.60
O -1.246292 1.824316 -1.941673 0.58 1.97 -0.35
N -0.861714 3.836126 -2.984254 -0.42 0.53 -0.40
C -2.238110 4.042774 -3.422700 0.28 0.01 -0.16
C 0.141387 4.764093 -3.498794 -0.02 -0.10 0.23
H 0.517283 2.849694 -1.804661 -0.22 -0.02 -0.21
H -2.937328 3.596009 -2.715338 0.17 -0.04 -0.08
H -2.405427 3.630049 -4.422762 -0.10 -0.06 0.19
H -2.400233 5.123185 -3.488438 -0.10 -0.13 0.11
H 1.047862 4.672627 -2.886489 -0.22 0.12 -0.22
H -0.257221 5.784512 -3.449586 0.19 -0.13 0.13
H 0.391121 4.556293 -4.549390 -0.09 -0.04 0.27
H 0.049942 -5.101655 -1.485955 -0.23 0.20 0.19
H -0.391299 -2.871029 -3.203836 -0.44 -0.23 -0.02
C -1.004706 -4.979781 -1.198461 -0.18 0.11 -0.03
C -1.382261 -3.339666 -3.034240 0.48 0.24 -0.15
N -1.513960 -3.689302 -1.629748 -0.40 0.20 0.02
H -1.098424 -5.051020 -0.111414 0.13 -0.02 -0.19
C -1.841433 -2.720491 -0.764970 0.30 0.91 -0.20
O -2.012705 -1.519111 -1.091430 -0.45 -1.54 0.16
H -2.167322 -2.620504 -3.306166 0.22 -0.30 0.05
H -1.916679 -3.044802 0.282046 -0.19 -0.04 -0.32
H -1.586805 -5.777809 -1.677237 0.06 0.05 0.12
H -1.456392 -4.254763 -3.629647 -0.11 0.13 0.04
O 0.327710 -0.247631 -7.042486 0.09 0.01 -0.26
C 1.418001 -0.075013 -7.948946 -0.58 -0.03 0.49
C -0.191795 0.605789 -9.777268 0.30 0.31 -0.19
C 1.039349 0.787992 -9.138735 0.27 0.04 0.30
H -0.902547 -0.117697 -9.355522 0.33 0.39 -0.28
C -0.461176 1.329783 -10.945703 -0.07 -0.23 0.29
H 2.260083 0.400581 -7.417806 -0.19 0.03 -0.05
C 1.966846 1.734380 -9.600547 -0.52 -0.30 -0.31
H -1.432761 1.193468 -11.431602 0.43 0.10 0.02
C 0.497533 2.200212 -11.471095 0.17 0.18 0.07
C 1.705431 2.422650 -10.790278 -0.22 -0.19 0.17
H 2.884578 1.887928 -9.021187 -0.30 -0.01 -0.37
H 0.303067 2.728225 -12.411276 0.04 -0.18 0.41
H 2.440386 3.130562 -11.176932 -0.26 -0.17 0.04
Si -0.799059 0.612616 -6.162561 0.54 -0.52 0.03
Cl 0.528861 -2.352721 0.670709 0.14 -0.30 0.64
C -2.488811 0.100127 -6.798599 -0.16 0.16 -0.11
C -0.441694 2.439238 -6.341802 -0.01 0.23 -0.27
C -0.597966 0.047351 -4.411558 -0.26 0.27 -0.02
H -2.620900 0.344363 -7.862411 -0.04 -0.05 0.24
H -3.281356 0.608776 -6.225637 0.18 -0.16 -0.17
H -2.621594 -0.985765 -6.671763 0.07 0.31 -0.02
H -0.491178 -1.048558 -4.395888 -0.04 0.49 0.01
H -1.449537 0.344292 -3.772231 0.32 -0.15 -0.26
H 0.335730 0.457613 -3.981289 -0.46 -0.26 -0.23
H -0.361757 2.727906 -7.400502 -0.01 -0.03 0.24
H 0.518607 2.659668 -5.851815 -0.22 -0.04 -0.11
H -1.219729 3.059752 -5.881309 0.20 -0.12 -0.10
N -1.639793 -0.362741 2.279044 -0.03 0.89 -0.60
C -2.230448 0.232196 3.340239 0.48 0.87 -0.57
C -1.940031 1.600427 3.233151 0.16 -0.95 -0.22
C -1.138234 1.718141 2.075169 -0.49 -1.28 -0.35
N -1.021267 0.528193 1.449486 -0.03 0.32 1.76
H -1.503476 -1.351479 2.083558 0.08 0.26 -0.14
H -2.818324 -0.326363 4.055381 0.19 0.06 -0.06
H -2.255831 2.397155 3.877610 -0.02 0.02 0.21
H -0.611175 2.578295 1.684118 -0.22 -0.11 -0.13
```
Forces are in eV/Å.

Results
Net charge   -1
Expectation value of S²   15.7594
Orbital gap (spin up / spin down)   0.1850 / 0.2790 Eh
Lowest unoccupied orbital energy (spin up / spin down)   2.30 / 2.30 eV
2S+1   8

Atomic partial charges in e from the Mulliken method, atoms 1 to 4: -1.3000 0.1907 0.3648 0.1885

---

# 4
C3H3N4 | ωB97M-V/def2-TZVPD

The geometry in XYZ format:
```
10
Properties=species:S:1:pos:R:3:forces:R:3
C -2.395316 -0.229303 0.101207 5.30 2.73 -1.27
C 1.194220 0.278872 -0.053818 -2.44 -2.69 -0.70
C -0.001953 0.692655 -0.846106 -2.75 -0.96 -0.49
N -3.294292 -0.893309 0.251371 -3.09 -2.17 0.59
N 1.212147 1.583094 0.503222 0.24 0.35 0.30
N 0.015483 1.739600 0.039333 -0.04 1.51 0.43
N 1.268603 -0.908310 0.443153 2.26 1.60 1.07
H -0.707837 0.501668 -1.708517 1.25 0.35 0.72
H 0.817625 -1.694723 0.026133 -0.40 -0.58 -0.47
H 1.891321 -1.070244 1.244020 -0.33 -0.15 -0.17
```
Forces are in eV/Å.

Results
Net charge   +1
Energy above the lowest of the compared OMol25 structures with the same formula, charge and spin   176.8 kcal per mole
Orbital gap   0.2274 Eh
Lowest unoccupied orbital energy   -9.10 eV
2S+1   1

Atomic partial charges in e from the Mulliken method, atoms 1 to 4: 0.0177 0.6765 -0.3136 -0.1747

---

Electronic energy (hartree)
-1421.24263; -6419.58441; -3725.85618; -334.52503